A single C5H8FNO molecule. Source: OMol25; level of theory: the ωB97M-V functional and the def2-TZVPD basis.

* total energy: -424.984281 a.u.
* total charge: 0
* 2S+1: 1

Structure (XYZ):
```
16
Properties=species:S:1:pos:R:3:forces:R:3
C -0.678 0.371 -0.320 -0.24 -0.44 -5.14
C -0.090 -0.730 -1.225 -0.59 -1.01 1.21
C 0.660 -0.522 1.121 2.57 -0.74 1.38
C 0.576 0.786 0.428 -1.83 0.88 2.56
C -0.573 1.776 0.007 2.90 0.93 -0.56
H -1.795 -0.957 0.496 -0.07 -1.20 0.39
H 0.617 -0.475 -2.000 -0.01 0.21 -0.05
H -0.965 -1.339 -1.638 1.52 0.56 0.58
H 1.880 -1.523 -0.312 -4.93 -0.10 0.76
H 1.490 -0.702 1.894 -0.45 0.15 -1.63
H -0.165 -0.731 1.764 -1.10 0.35 0.19
H -1.437 1.997 0.583 -0.12 0.84 0.70
H 0.063 2.539 -0.517 -1.61 -0.60 0.16
N 0.669 -1.507 -0.025 4.30 0.36 -1.90
O -1.912 -0.086 0.151 0.48 0.74 0.98
F 1.661 1.104 -0.407 -0.82 -0.94 0.35
```
Positions in Å, forces in eV/Å.


A single C3H3NO2 molecule. Source: OMol25; level of theory: the ωB97M-V functional and the def2-TZVPD basis.

* total energy: -321.328729 a.u.
* total charge: 0
* 2S+1: 1

Structure (XYZ):
```
9
Properties=species:S:1:pos:R:3:forces:R:3
C -1.273 -1.281 1.223 -0.07 0.15 -0.21
C -0.056 0.006 -0.326 0.13 -0.20 -0.17
C 1.057 0.981 -0.467 -0.37 -0.16 0.10
H -2.249 -0.956 0.810 0.69 -0.16 0.18
H -0.975 -2.249 0.796 -0.16 0.36 0.06
H -1.314 -1.344 2.309 -0.01 0.03 -0.16
N 1.900 1.749 -0.581 0.02 -0.02 -0.05
O -0.233 -0.293 0.953 -0.38 -0.20 0.10
O -0.658 -0.448 -1.256 0.14 0.21 0.14
```
Positions in Å, forces in eV/Å.


A molecular structure, ClHNO2S. Source: OMol25; level of theory: the ωB97M-V functional and the def2-TZVPD basis.

* total energy: -1064.217530 a.u.
* total charge: -1
* 2S+1: 1

Structure (XYZ):
```
6
Properties=species:S:1:pos:R:3:forces:R:3
N 0.391 -0.770 -0.043 0.29 2.43 -0.71
O 2.341 0.489 -2.104 -1.50 -0.60 0.04
O -0.024 1.071 -2.242 -1.38 1.51 -0.13
S 0.935 0.013 -2.198 2.49 -1.34 1.16
Cl -0.703 -2.036 -0.341 -0.78 -0.97 -0.26
H -0.265 0.053 0.085 0.89 -1.02 -0.11
```
Positions in Å, forces in eV/Å.


A single C20H24FNO3S molecule. Source: OMol25; level of theory: the ωB97M-V functional and the def2-TZVPD basis.

* total energy: -1555.043625 a.u.
* total charge: 0
* 2S+1: 1

Structure (XYZ):
```
50
Properties=species:S:1:pos:R:3:forces:R:3
C 2.239 -0.398 -4.242 -0.11 -0.16 -0.44
H 1.199 -0.108 -4.405 0.12 -0.05 -0.01
O 2.829 0.324 -3.184 -0.09 0.23 0.34
C 2.482 0.061 -1.887 0.13 -0.01 0.10
C 3.406 0.494 -0.942 -0.17 -0.08 -0.25
C 3.195 0.327 0.412 -0.11 -0.02 0.05
C 2.036 -0.282 0.866 0.09 0.11 0.01
C 1.099 -0.696 -0.071 0.01 -0.05 -0.11
C 1.297 -0.546 -1.436 -0.04 -0.11 -0.15
O 0.376 -0.954 -2.366 0.52 0.30 0.01
C -0.781 -1.624 -1.926 -0.22 -0.18 0.09
H -1.445 -0.947 -1.377 0.02 -0.02 0.03
H -1.286 -1.957 -2.832 -0.02 0.02 0.06
H -0.550 -2.489 -1.299 0.01 0.07 -0.01
H 0.194 -1.159 0.272 -0.18 -0.13 -0.01
C 1.802 -0.480 2.341 -0.02 -0.13 -0.01
H 1.162 0.326 2.715 0.04 0.02 0.08
H 2.761 -0.397 2.855 -0.01 0.04 0.02
C 1.151 -1.824 2.709 0.27 0.01 0.06
N -0.285 -1.719 2.843 0.17 0.07 0.31
C -1.175 -2.314 2.029 -0.55 0.04 0.38
O -0.871 -3.096 1.149 0.07 -0.21 -0.35
C -2.618 -1.895 2.284 0.13 -0.01 -0.16
C -2.897 -0.525 1.675 0.05 0.49 0.12
H -3.970 -0.327 1.653 0.06 -0.07 -0.09
H -2.499 -0.468 0.661 -0.08 -0.06 -0.07
S -2.130 0.822 2.648 -0.34 0.06 -0.09
C -2.506 2.234 1.545 -0.02 -0.45 0.32
C -1.638 2.238 0.331 -0.19 -0.05 -0.28
C -2.135 1.896 -0.920 0.22 0.12 0.13
C -1.353 1.908 -2.060 -0.15 -0.03 0.03
C -0.021 2.264 -1.952 -0.10 0.05 0.04
C 0.510 2.591 -0.714 0.07 0.13 0.08
C -0.290 2.574 0.412 -0.08 0.03 -0.21
H 0.124 2.825 1.378 0.07 0.03 0.13
H 1.552 2.852 -0.628 0.12 0.01 0.01
H 0.604 2.280 -2.830 0.09 -0.04 -0.11
H -1.793 1.637 -3.006 -0.05 -0.03 -0.10
F -3.442 1.546 -1.036 0.07 0.01 0.02
H -3.565 2.175 1.293 0.07 0.16 0.02
H -2.323 3.115 2.159 -0.08 0.02 -0.05
H -3.268 -2.629 1.805 0.11 0.01 0.09
H -2.829 -1.877 3.355 -0.05 -0.05 0.03
H -0.621 -1.033 3.503 -0.01 -0.12 -0.13
H 1.351 -2.576 1.944 0.01 0.03 0.13
H 1.557 -2.177 3.663 0.00 -0.02 -0.13
H 3.942 0.666 1.114 0.10 0.02 0.10
H 4.306 0.963 -1.308 0.11 0.04 -0.07
H 2.286 -1.475 -4.068 -0.01 0.04 -0.01
H 2.831 -0.147 -5.123 -0.04 -0.05 0.04
```
Positions in Å, forces in eV/Å.


A single C5H7NO molecule. Source: OMol25; level of theory: the ωB97M-V functional and the def2-TZVPD basis.

* total energy: -324.697100 a.u.
* total charge: 0
* 2S+1: 1

Structure (XYZ):
```
14
Properties=species:S:1:pos:R:3:forces:R:3
C -1.709 -1.036 0.231 -0.06 -0.03 0.03
C -0.309 -0.544 0.209 -0.10 0.22 -0.20
C 0.239 0.607 -0.265 0.01 -0.36 0.01
N -0.481 1.693 -0.826 0.17 0.10 0.14
C 1.662 0.462 -0.122 0.03 -0.03 0.11
C 1.856 -0.743 0.470 0.20 0.10 -0.23
O 0.673 -1.370 0.677 -0.02 0.12 0.02
H -2.144 -1.006 1.235 0.00 -0.04 -0.08
H -2.322 -0.417 -0.431 0.12 -0.03 0.11
H -1.756 -2.067 -0.134 0.01 0.10 0.09
H 0.151 2.361 -1.253 -0.15 -0.10 0.04
H -1.012 2.181 -0.111 0.03 -0.03 -0.16
H 2.414 1.169 -0.453 -0.07 -0.16 0.20
H 2.738 -1.290 0.775 -0.17 0.15 -0.07
```
Positions in Å, forces in eV/Å.


A single C23H32N2O3 molecule. Source: OMol25; level of theory: the ωB97M-V functional and the def2-TZVPD basis.

* total energy: -1230.842956 a.u.
* total charge: 0
* 2S+1: 1

Structure (XYZ):
```
60
Properties=species:S:1:pos:R:3:forces:R:3
C -4.868 -1.290 0.968 0.27 0.07 0.06
H -5.322 -1.292 1.956 -0.10 -0.05 0.10
H -4.876 -2.307 0.584 -0.06 -0.10 -0.04
H -5.470 -0.673 0.306 -0.09 0.06 -0.05
C -3.441 -0.747 1.055 -0.32 0.03 0.22
N -2.828 -0.606 -0.246 0.02 -0.11 -0.03
C -2.627 0.573 -0.885 -0.03 0.13 0.02
O -2.072 0.630 -1.972 0.18 0.06 -0.23
C -3.057 1.819 -0.205 0.38 0.77 0.00
C -2.245 2.916 -0.060 0.06 -1.01 -0.34
O -2.922 3.918 0.532 0.35 0.28 -0.01
C -4.179 3.486 0.745 -0.65 -0.63 -0.01
C -4.326 2.207 0.317 0.01 0.49 0.22
H -5.223 1.624 0.343 -0.24 -0.09 0.05
H -4.865 4.174 1.199 -0.02 0.17 0.05
C -0.818 3.115 -0.417 -0.16 0.16 0.17
H -0.172 2.975 0.452 0.07 0.02 0.02
H -0.548 2.397 -1.186 0.02 -0.01 -0.03
H -0.668 4.126 -0.789 0.08 0.05 -0.06
C -2.301 -1.809 -0.863 0.26 -0.16 -0.12
H -2.200 -1.600 -1.930 -0.05 -0.13 0.10
H -3.017 -2.624 -0.727 0.00 0.01 -0.03
C -0.934 -2.218 -0.299 -0.07 0.15 -0.27
C -0.404 -3.457 -1.022 0.01 -0.01 0.39
C 0.996 -3.798 -0.516 0.05 0.19 -0.23
C 1.910 -2.578 -0.684 0.03 -0.28 0.09
N 1.418 -1.398 -0.006 0.04 -0.10 0.05
C 1.606 -1.378 1.429 -0.11 0.18 0.10
H 2.515 -1.938 1.659 -0.04 -0.03 0.03
C 1.788 0.061 1.947 0.11 -0.29 -0.12
C 2.983 0.702 1.306 0.05 0.09 0.21
C 4.211 0.726 1.948 -0.13 -0.06 0.06
C 5.313 1.282 1.318 0.06 0.02 -0.10
C 5.202 1.804 0.047 -0.05 0.04 -0.15
C 3.972 1.778 -0.612 0.07 0.01 0.13
C 2.867 1.234 0.027 0.06 0.20 -0.26
H 1.906 1.199 -0.458 -0.12 0.02 -0.11
O 3.957 2.309 -1.868 0.25 -0.03 0.20
C 2.751 2.278 -2.592 -0.16 0.00 -0.10
H 2.384 1.255 -2.718 -0.01 0.02 0.01
H 2.982 2.702 -3.568 -0.07 -0.03 0.05
H 1.976 2.883 -2.109 0.01 -0.03 0.00
H 6.050 2.235 -0.461 0.10 0.06 -0.06
H 6.268 1.304 1.823 0.08 0.01 0.03
H 4.308 0.314 2.942 -0.01 -0.04 0.12
H 1.915 0.021 3.031 -0.06 0.06 0.01
H 0.890 0.641 1.730 -0.06 0.03 0.07
H 0.774 -1.846 1.982 0.08 -0.05 0.00
C 0.080 -1.070 -0.451 -0.14 -0.07 0.08
H -0.268 -0.197 0.104 -0.01 0.08 -0.07
H 0.135 -0.792 -1.508 -0.09 0.07 -0.02
H 2.916 -2.796 -0.320 0.00 0.03 -0.07
H 1.982 -2.332 -1.749 0.07 -0.06 -0.05
H 0.951 -4.078 0.539 0.02 -0.07 0.04
H 1.403 -4.644 -1.073 0.04 -0.07 0.04
H -1.081 -4.302 -0.870 -0.04 0.00 -0.09
H -0.358 -3.252 -2.095 -0.04 0.00 -0.12
H -1.040 -2.457 0.765 0.01 -0.02 0.01
H -3.445 0.224 1.552 0.09 -0.17 0.01
H -2.832 -1.431 1.655 0.02 0.11 0.01
```
Positions in Å, forces in eV/Å.


no.,Kohn-Sham gap (Ha)
1,0.348
2,0.445
3,0.271
4,0.310
5,0.332
6,0.319